{"formula": "C92H194BrN15", "method": "wB97M-V/def2-TZVPD", "homo_lumo_gap_ev": 4.45, "total_charge": 10, "homo_energy_ev": -18.069, "e_tot_ev": -190819.744, "species": ["C", "C", "C", "N", "C", "C", "C", "C", "C", "H", "H", "H", "H", "H", "H", "H", "H", "H", "H", "H", "H", "H", "H", "H", "H", "H", "H", "C", "C", "C", "N", "C", "C", "C", "C", "C", "H", "H", "H", "H", "H", "H", "H", "H", "H", "H", "H", "H", "H", "H", "H", "H", "H", "H", "C", "C", "C", "N", "C", "C", "C", "C", "C", "H", "H", "H", "H", "H", "H", "H", "H", "H", "H", "H", "H", "H", "H", "H", "H", "H", "H", "C", "C", "N", "C", "C", "N", "C", "C", "H", "H", "H", "H", "H", "H", "H", "H", "H", "H", "H", "C", "C", "N", "C", "C", "N", "C", "C", "H", "H", "H", "H", "H", "H", "H", "H", "H", "H", "H", "C", "C", "N", "C", "C", "N", "C", "C", "H", "H", "H", "H", "H", "H", "H", "H", "H", "H", "H", "C", "C", "N", "C", "C", "N", "C", "C", "H", "H", "H", "H", "H", "H", "H", "H", "H", "H", "H", "C", "C", "C", "C", "N", "C", "C", "C", "C", "C", "C", "C", "H", "H", "H", "H", "H", "H", "H", "H", "H", "H", "H", "H", "H", "H", "H", "H", "H", "H", "H", "H", "H", "H", "H", "H", "C", "C", "C", "C", "N", "C", "C", "C", "C", "C", "C", "C", "H", "H", "H", "H", "H", "H", "H", "H", "H", "H", "H", "H", "H", "H", "H", "H", "H", "H", "H", "H", "H", "H", "H", "H", "C", "C", "C", "C", "N", "C", "C", "C", "C", "C", "C", "C", "H", "H", "H", "H", "H", "H", "H", "H", "H", "H", "H", "H", "H", "H", "H", "H", "H", "H", "H", "H", "H", "H", "H", "H", "C", "C", "C", "C", "N", "C", "C", "C", "C", "C", "C", "C", "H", "H", "H", "H", "H", "H", "H", "H", "H", "H", "H", "H", "H", "H", "H", "H", "H", "H", "H", "H", "H", "H", "H", "H", "Br"], "xyz": [[9.94579, -32.62672, 3.39152], [8.89883, -33.74985, 3.41920], [8.60136, -34.09272, 1.94408], [7.63221, -35.20061, 1.65868], [7.38331, -35.34931, 0.21488], [6.30007, -35.04344, 2.41528], [5.69628, -36.50034, 2.39557], [6.80213, -37.44892, 2.16479], [8.12201, -36.59601, 2.11245], [9.50678, -31.68739, 3.03159], [10.77875, -32.90517, 2.71422], [10.44329, -32.34064, 4.35267], [8.01920, -33.37189, 3.87118], [9.30666, -34.50535, 4.08011], [9.54863, -34.37205, 1.45018], [8.09331, -33.25418, 1.45913], [6.71264, -36.16701, -0.03105], [8.30628, -35.53189, -0.32499], [6.96787, -34.42073, -0.09950], [5.69709, -34.26925, 1.95654], [6.52485, -34.74903, 3.43089], [4.90654, -36.55949, 1.64653], [5.24361, -36.75000, 3.33851], [6.70976, -38.05481, 1.30294], [6.95079, -38.23028, 2.94513], [8.86340, -36.94379, 1.39678], [8.61648, -36.41023, 3.07442], [15.14383, -35.70855, 14.76122], [16.33654, -35.87312, 15.46919], [16.38907, -35.70850, 16.96548], [17.60275, -36.48413, 17.60265], [17.13636, -37.84735, 18.13000], [18.16188, -35.65734, 18.78688], [19.23471, -34.75173, 18.25584], [19.31502, -35.03159, 16.67762], [18.76857, -36.45163, 16.62758], [13.35133, -33.26259, 14.53146], [14.14338, -35.29429, 15.15146], [14.95415, -36.05159, 13.69669], [17.18386, -36.20582, 14.92544], [15.17482, -36.73276, 15.20618], [15.48575, -36.03855, 17.40533], [16.38834, -34.64432, 17.06403], [16.39701, -37.59649, 18.90347], [18.00427, -38.37015, 18.49292], [16.72166, -38.43412, 17.29419], [18.56119, -36.39913, 19.49093], [17.35789, -35.10500, 19.32856], [20.19929, -34.90881, 18.72586], [18.92888, -33.71870, 18.45319], [20.35609, -35.06569, 16.33947], [18.82839, -34.25900, 16.04585], [19.55091, -37.08958, 17.04283], [18.60418, -36.89616, 15.66615], [21.01228, -35.50870, 2.68290], [21.04268, -36.77138, 1.84645], [21.69380, -37.96857, 2.64527], [22.33234, -38.99418, 1.75562], [21.26733, -39.66833, 0.94861], [23.01995, -40.07161, 2.62935], [23.90838, -40.79158, 1.62084], [24.50845, -39.66319, 0.78477], [23.43996, -38.54925, 0.79439], [20.53944, -35.70461, 3.64925], [20.62726, -34.63083, 2.19471], [22.02820, -35.15499, 3.02563], [21.53560, -36.56504, 0.84218], [20.05971, -36.97373, 1.48670], [20.93265, -38.53089, 3.23289], [22.50751, -37.54682, 3.24559], [20.59522, -40.15461, 1.65262], [21.63167, -40.44151, 0.28453], [20.72598, -38.91083, 0.38147], [22.35753, -40.64023, 3.25118], [23.67006, -39.56942, 3.34158], [23.25974, -41.45323, 1.05142], [24.64155, -41.44540, 2.10953], [24.84726, -39.93254, -0.23150], [25.38403, -39.23572, 1.20942], [22.86268, -38.45504, -0.13930], [23.85043, -37.58293, 1.07041], [14.90729, -29.61454, 2.95927], [13.89819, -29.92489, 4.01117], [14.58363, -30.10001, 5.26536], [15.47507, -31.14344, 5.57259], [15.66187, -31.07013, 6.90991], [15.04403, -29.93938, 7.39341], [14.38365, -29.41102, 6.38493], [15.27703, -29.49863, 8.74123], [15.29874, -28.59777, 2.95255], [14.56799, -29.82687, 1.95924], [15.78932, -30.27496, 3.11999], [13.30102, -30.73615, 3.75714], [13.22607, -29.05420, 4.16894], [15.61266, -31.94614, 4.84748], [16.25786, -31.67275, 7.55630], [14.00211, -28.42708, 6.40155], [16.33085, -29.18516, 8.84218], [15.02613, -30.30312, 9.41154], [14.60600, -28.69453, 8.97834], [10.63302, -38.82318, 8.82312], [10.57577, -40.18640, 8.10195], [11.43862, -40.14726, 6.84649], [11.43142, -39.12435, 5.92721], [12.34543, -39.45256, 4.97037], [12.85641, -40.65968, 5.31331], [12.31946, -41.05940, 6.42470], [13.87131, -41.45807, 4.58130], [10.27201, -38.02689, 8.17956], [11.63170, -38.66529, 9.28516], [9.89388, -38.86634, 9.66144], [9.57330, -40.47300, 7.71899], [10.89078, -41.02444, 8.69976], [10.87853, -38.23748, 6.11429], [12.71432, -38.92743, 4.11168], [12.43079, -42.06547, 6.86523], [13.40449, -41.72662, 3.60602], [14.10630, -42.35713, 5.13806], [14.71463, -40.73934, 4.40404], [27.88487, -31.90277, 12.47856], [28.42956, -31.35012, 11.14192], [27.58484, -30.42093, 10.36386], [27.90159, -29.50406, 9.37500], [26.73979, -28.89739, 8.93430], [25.73643, -29.47826, 9.59529], [26.26582, -30.37742, 10.44244], [24.36786, -29.25695, 9.37839], [27.53391, -31.12330, 13.16780], [28.70942, -32.46135, 12.95703], [27.15209, -32.67163, 12.22074], [28.65106, -32.21078, 10.41195], [29.41538, -30.86315, 11.29180], [28.97230, -29.47635, 9.10434], [26.48686, -28.19654, 8.16249], [25.67222, -30.84729, 11.25850], [23.73588, -29.59264, 10.16139], [24.02162, -29.77602, 8.48825], [24.27818, -28.19248, 9.16962], [18.85636, -24.28805, -4.25970], [20.13969, -24.26168, -5.06646], [21.29370, -24.66645, -4.28060], [21.30537, -25.55635, -3.25950], [22.63672, -25.78943, -2.94527], [23.37024, -24.92138, -3.76769], [22.52889, -24.26995, -4.55402], [24.80875, -24.99312, -3.91797], [18.99232, -23.78471, -3.27220], [18.54601, -25.32048, -4.07168], [18.00309, -23.80150, -4.73428], [20.43023, -23.30033, -5.50369], [20.23850, -24.99841, -5.88284], [20.41538, -26.05856, -2.95108], [23.17915, -26.44032, -2.28180], [22.74957, -23.63082, -5.41800], [25.28188, -25.09074, -2.93836], [25.21896, -24.10544, -4.44167], [25.05915, -25.76111, -4.66869], [18.65169, -22.13721, 2.85825], [18.38535, -21.17787, 4.00717], [17.13344, -21.51848, 4.83551], [17.10283, -20.45010, 5.91264], [16.38580, -20.70852, 7.20882], [16.52544, -19.45012, 8.11647], [17.93432, -19.52311, 8.73121], [18.38122, -21.02798, 8.63713], [17.21060, -21.72254, 8.02065], [14.95567, -21.14558, 6.97352], [14.10040, -20.12058, 6.30602], [12.61111, -20.53620, 5.97874], [17.78331, -22.06675, 2.19852], [18.87501, -23.11689, 3.25445], [19.52586, -21.70713, 2.31594], [18.40233, -20.12327, 3.72046], [19.24197, -21.40859, 4.69775], [17.27798, -22.52656, 5.28080], [16.16609, -21.60319, 4.25422], [16.63139, -19.59972, 5.42945], [18.13559, -20.23528, 6.21524], [15.69906, -19.61390, 8.80659], [16.27047, -18.59623, 7.48771], [17.90683, -19.23880, 9.76484], [18.63423, -18.92942, 8.21809], [18.45792, -21.47088, 9.62218], [19.25313, -21.17219, 8.01663], [16.53200, -22.15266, 8.77494], [17.41970, -22.48497, 7.26524], [14.52610, -21.43746, 7.90181], [15.05429, -22.06609, 6.39304], [14.55163, -19.99811, 5.35224], [14.02636, -19.19348, 6.91489], [12.15356, -19.80215, 5.27467], [11.92378, -20.64714, 6.84466], [12.71921, -21.42158, 5.32971], [6.29605, -23.33033, 8.77849], [5.44831, -24.52935, 9.15348], [6.31690, -25.82791, 9.17536], [5.47430, -27.10932, 9.18926], [6.31969, -28.41829, 9.27997], [5.35605, -29.55844, 9.32455], [6.23500, -30.75402, 9.84461], [7.25611, -30.09310, 10.77349], [7.07281, -28.56205, 10.58084], [7.17901, -28.64099, 8.02876], [8.56617, -28.02597, 8.09454], [9.24612, -28.09775, 6.73385], [5.65325, -22.44333, 8.57044], [6.90122, -23.39720, 7.88280], [6.96500, -23.09453, 9.63549], [4.68756, -24.75380, 8.36191], [4.98680, -24.23548, 10.11580], [7.06735, -25.93629, 9.99242], [6.88229, -25.72746, 8.21159], [4.81344, -27.29383, 8.34055], [4.84626, -27.12428, 10.09266], [4.99104, -29.68321, 8.30608], [4.52058, -29.32098, 9.96231], [6.77209, -31.20762, 9.01519], [5.72894, -31.65377, 10.21932], [8.29869, -30.34957, 10.49759], [7.10566, -30.38887, 11.81416], [8.00815, -27.99041, 10.56005], [6.41022, -28.15374, 11.34029], [6.55587, -28.25912, 7.22668], [7.35435, -29.72602, 7.87810], [9.11906, -28.69050, 8.74212], [8.70157, -27.03888, 8.57216], [8.75299, -27.47485, 5.97384], [9.40818, -29.11623, 6.36182], [10.26272, -27.69995, 6.81257], [14.84983, -27.55880, -4.24668], [14.90777, -29.02383, -4.67682], [14.95735, -29.97000, -3.46986], [15.05240, -31.40625, -3.91858], [15.06591, -32.44238, -2.81552], [16.37340, -32.26470, -2.06754], [16.96332, -33.64260, -1.99242], [16.69413, -34.15316, -3.37565], [15.22357, -33.76821, -3.58361], [13.84609, -32.41071, -1.86703], [12.46111, -32.72484, -2.37451], [11.56513, -32.47800, -1.16031], [13.89821, -27.25269, -3.74408], [14.86467, -26.98131, -5.16251], [15.72102, -27.23978, -3.67087], [15.84834, -29.17616, -5.27146], [14.02515, -29.27414, -5.27649], [13.98760, -29.87597, -2.93544], [15.80037, -29.77584, -2.79214], [16.00241, -31.56676, -4.44589], [14.32337, -31.72242, -4.65582], [16.18915, -31.75780, -1.11602], [17.03452, -31.63774, -2.66191], [16.44291, -34.29904, -1.28024], [18.02183, -33.62187, -1.70458], [16.85973, -35.26445, -3.41606], [17.30211, -33.71383, -4.11756], [14.48538, -34.41707, -3.12890], [14.83098, -33.58454, -4.55200], [13.84788, -31.38455, -1.40723], [14.14679, -33.14050, -1.13512], [12.51660, -33.67980, -2.87513], [12.25822, -32.04419, -3.19977], [11.87445, -33.08344, -0.28996], [10.51433, -32.67665, -1.44226], [11.71995, -31.43251, -0.82271], [23.78874, -28.61860, 19.07864], [22.50031, -28.14039, 19.10003], [21.83158, -26.41184, 18.56968], [21.82711, -26.74907, 16.99554], [20.81648, -25.84461, 16.32588], [19.40563, -26.36214, 16.60392], [18.66731, -26.51992, 15.28805], [19.81199, -27.06739, 14.48327], [20.98595, -26.14919, 14.76098], [21.18362, -24.40988, 16.64645], [20.32557, -23.26841, 16.13993], [20.69274, -21.95565, 16.12371], [23.84384, -29.63909, 18.74602], [23.77663, -28.42217, 20.22768], [24.70290, -28.01162, 18.97654], [22.30752, -27.15877, 19.53888], [21.60095, -28.71355, 19.01049], [22.55915, -25.69587, 18.90208], [20.80995, -26.31019, 19.00716], [21.46954, -27.77060, 16.84554], [22.87179, -26.68527, 16.62817], [18.90461, -25.66542, 17.27534], [19.47573, -27.31248, 17.10182], [18.38001, -25.59315, 14.81069], [17.77429, -27.15190, 15.41547], [19.72347, -27.16215, 13.39801], [19.93573, -28.06035, 14.94588], [20.81691, -25.24979, 14.17185], [21.94077, -26.60425, 14.52289], [22.12682, -24.37856, 16.09186], [21.41099, -24.33140, 17.67790], [19.31837, -23.11636, 16.62647], [19.66162, -23.47182, 15.31348], [20.08072, -21.15241, 15.68313], [21.80143, -21.70604, 15.49132], [21.66742, -21.65444, 16.56190], [14.59393, -33.34139, 3.32687]], "forces_ev_per_a": [[0.88, 0.76, -0.12], [0.84, 0.66, -0.49], [0.09, -0.53, 0.17], [-0.23, -1.96, 1.25], [0.06, 0.38, -0.55], [0.27, -1.49, -0.21], [-1.11, 1.70, 0.05], [3.01, -0.88, 1.08], [-0.73, 0.64, 0.22], [0.05, -0.23, -0.18], [-0.35, 0.22, 0.33], [-0.70, -0.73, -0.50], [-0.94, 0.32, 0.59], [-0.14, -0.74, -0.40], [-0.50, 0.31, -0.08], [0.67, 0.30, 0.05], [-0.16, 0.06, 0.37], [0.26, 0.09, 0.15], [-0.46, 0.62, -0.64], [-0.07, -0.01, -0.26], [0.20, 0.03, 0.10], [0.10, -0.09, 0.00], [-0.42, 0.38, 0.41], [-0.16, -0.27, -1.24], [-0.34, 0.77, -0.16], [-0.02, 0.01, -0.02], [-0.35, -0.40, -0.10], [-3.52, 0.29, -1.58], [-0.11, 0.08, 0.50], [1.42, -1.10, -1.59], [-0.85, 1.47, -0.35], [-0.21, 0.93, -1.12], [-0.63, -0.80, 0.95], [-0.09, 1.19, -1.70], [0.28, 0.20, 0.98], [0.90, -0.28, 0.88], [0.64, -0.74, 0.07], [1.36, 0.24, -0.11], [1.10, 1.13, 1.01], [0.49, 0.07, -0.37], [-0.52, -1.59, 0.73], [-0.89, -0.52, 0.70], [0.72, 0.95, 0.93], [0.29, -0.54, -0.22], [0.22, -0.09, 0.41], [-0.08, 0.35, 0.40], [-0.12, 0.19, -0.21], [0.32, -0.63, -0.70], [0.01, -0.16, 0.03], [0.34, -0.12, -0.16], [-0.17, 0.06, 0.15], [-0.16, -0.63, 0.51], [-0.16, -0.08, 0.39], [-0.55, -0.09, -0.27], [1.79, 0.22, 1.41], [1.30, 0.01, -1.04], [-0.37, 0.95, -1.19], [0.35, -1.38, 0.74], [-0.66, 0.07, 0.41], [1.35, 0.81, -0.51], [-0.29, -0.64, 0.35], [-0.57, 0.10, -0.72], [-0.94, -0.10, -0.80], [-0.54, 0.20, -0.24], [-0.69, 0.04, -0.26], [-0.57, -0.66, -0.63], [0.17, -0.34, 1.36], [-1.02, -0.56, 0.26], [0.68, 0.63, -0.13], [-0.31, -0.29, 0.18], [-0.15, 0.07, 0.00], [0.42, 0.18, -0.07], [0.12, -0.12, 0.01], [-0.84, -0.41, -0.29], [0.02, 0.55, -0.04], [0.27, -0.12, -0.35], [-0.10, 0.35, -0.10], [-0.62, -0.10, 0.39], [0.80, 0.07, 0.80], [0.82, 0.21, 0.08], [-0.19, 0.05, 0.23], [1.77, -0.50, -0.63], [0.02, 3.15, 0.04], [0.86, -1.22, 1.77], [-1.53, 0.08, 0.09], [0.82, 0.08, -0.34], [0.42, -1.33, -0.66], [0.21, 0.75, -0.54], [0.22, 0.59, 0.20], [-0.26, 0.15, 0.31], [-0.37, -0.13, -0.27], [-0.58, 0.28, -0.28], [-0.74, -1.83, -0.14], [0.23, -0.45, -0.12], [0.24, 0.05, -0.01], [0.15, -0.31, 0.19], [-0.89, 0.64, 0.10], [-0.57, -0.14, 0.11], [0.17, -0.34, 0.28], [-0.14, 0.54, 0.06], [-0.57, -1.26, 1.03], [-0.36, 0.43, -1.43], [-0.15, -0.05, 0.61], [0.73, -0.42, 0.14], [-0.35, 0.74, -0.08], [1.20, -0.98, -0.79], [-1.40, -1.38, 1.95], [-0.46, 1.50, -1.34], [0.38, 0.20, -0.01], [-0.64, 0.18, -0.60], [0.61, -0.03, -0.58], [0.42, 0.52, 0.44], [0.43, -0.13, 0.27], [-0.30, 0.38, -0.20], [-0.11, 0.15, -0.12], [0.15, 0.88, -0.19], [0.56, 0.03, 0.66], [0.25, 0.14, 0.08], [-0.45, -1.19, 0.20], [0.33, -0.11, -0.98], [2.01, -1.18, -0.87], [-1.85, 0.93, -0.54], [1.61, 0.00, -0.25], [1.98, -0.36, -0.64], [1.21, -1.99, 2.02], [-1.71, -0.60, 2.00], [-1.12, 0.93, -1.58], [-0.03, -0.32, -0.26], [-0.28, 0.46, -0.21], [-0.35, 0.28, 0.48], [-0.34, 1.11, 1.20], [-0.72, -0.02, -0.08], [-0.98, 0.59, -0.13], [0.58, 0.23, -0.16], [0.61, 0.19, -1.06], [-0.24, -0.02, 1.03], [0.15, -0.13, -0.22], [-0.52, 0.03, 0.28], [-0.14, 0.10, 0.73], [0.41, -0.22, -1.11], [0.36, 0.73, 0.79], [1.77, -1.12, 0.35], [-0.54, 1.34, -0.96], [-0.65, -0.87, 0.42], [-0.03, 0.08, -0.79], [1.16, 0.64, -1.24], [0.02, -0.31, -0.74], [0.05, 0.10, 0.02], [0.36, 0.04, -0.29], [-0.56, 0.00, 0.20], [-1.13, 0.41, -0.03], [-0.17, 0.00, 0.30], [-0.33, -0.02, 0.14], [0.21, -0.18, 0.72], [-0.01, -0.22, -0.38], [-0.55, -0.04, 0.74], [-0.08, -0.30, 0.88], [0.06, 1.93, -0.63], [0.73, -1.26, 1.02], [-0.43, -0.96, 0.12], [-0.10, 0.18, -0.05], [0.60, 0.50, 0.83], [-0.61, -0.91, -0.84], [-0.86, -1.50, 0.04], [-0.97, 0.68, -0.05], [-1.90, -0.85, -1.34], [0.49, -0.71, 0.12], [-1.79, 0.68, 0.40], [0.77, 0.02, -0.70], [0.20, -0.67, -0.23], [-0.13, -0.38, -0.28], [-0.53, -0.73, 0.19], [0.03, -0.17, -0.06], [-0.58, 0.91, -0.30], [0.00, 0.38, -0.29], [1.07, 0.43, 0.43], [0.24, 0.50, 0.42], [-0.34, 0.27, -0.24], [0.26, 0.32, 0.45], [0.35, 0.11, 0.27], [-0.04, 0.43, 0.39], [0.71, 0.97, -0.58], [0.74, 0.10, 0.12], [0.45, 0.10, 0.26], [0.15, 0.26, -0.32], [0.30, -0.21, 0.54], [-0.08, -0.16, 1.13], [-0.16, 0.09, -0.19], [0.28, 1.02, -0.91], [0.50, -0.39, -0.61], [0.48, -0.18, 0.80], [0.69, -0.21, -0.55], [-0.58, -0.18, 0.63], [-0.12, 1.33, 0.42], [0.03, -0.67, -0.33], [0.28, -0.04, -0.74], [0.56, -0.37, 0.58], [-0.21, 0.23, -0.10], [0.62, -1.52, -0.23], [-0.26, 0.02, -0.79], [0.67, 0.40, 0.09], [-0.01, -0.35, 0.04], [-0.02, 0.42, 0.58], [0.52, -0.19, 0.17], [0.60, 0.56, -0.37], [0.37, -0.58, 0.50], [0.19, -0.56, -0.24], [-0.35, 0.07, -0.60], [0.25, 0.54, 0.83], [-0.13, -0.79, -0.49], [-0.54, 0.60, -0.36], [-0.28, -0.46, 0.75], [0.15, 0.42, -0.12], [0.19, -0.05, -0.22], [-0.17, -0.22, 0.09], [-0.13, 0.13, 0.38], [0.05, 0.22, -0.35], [-0.40, 0.84, 0.45], [-0.60, -0.10, 0.18], [0.07, 0.24, -0.11], [-0.41, -0.19, 0.02], [0.06, 0.09, 0.07], [0.09, 0.07, -0.26], [-0.52, 0.71, 0.16], [0.42, -0.23, 0.38], [-0.65, -0.28, -0.57], [-0.04, -0.37, 0.16], [-0.52, 0.07, 0.06], [-0.08, 0.12, 0.12], [-0.74, 0.33, -0.39], [0.96, -0.07, 0.51], [-1.09, -0.44, 0.12], [0.50, -0.03, -0.48], [-0.06, 0.61, -1.14], [-0.32, 0.24, 0.96], [0.34, -0.27, 0.73], [-1.05, -2.29, 0.07], [-0.32, 0.02, 1.55], [1.58, 1.14, 0.13], [1.34, 0.86, -0.62], [-0.32, -0.22, -0.16], [0.82, -0.51, -0.13], [0.04, 0.35, -0.17], [-0.13, -0.17, 0.19], [-0.95, 0.07, 0.21], [0.32, 0.04, -0.10], [0.63, 0.28, 0.05], [-0.31, 0.35, -0.10], [-0.09, 0.05, 0.11], [-0.62, 0.37, 0.15], [-0.06, -0.19, -0.11], [-0.15, 0.07, -0.06], [0.07, 0.35, 0.05], [-0.25, 0.03, -0.18], [-0.34, 1.05, -0.22], [0.79, 0.59, -0.84], [0.36, -0.65, 0.29], [0.29, -0.10, -1.08], [0.21, -1.05, -0.35], [-0.03, -0.18, 0.67], [-0.75, -0.73, 0.44], [-0.46, 0.31, 0.09], [-0.25, -0.08, -0.45], [0.47, 0.27, 0.46], [-0.48, -0.45, -0.38], [4.14, 0.23, 3.57], [-6.14, 4.59, -0.92], [-0.76, -1.80, -5.55], [-0.04, 0.84, 3.25], [0.19, -0.43, -3.02], [-0.60, 1.78, 0.77], [0.20, 0.43, -0.30], [0.33, -1.53, -0.26], [-1.38, 0.10, 0.97], [0.37, 0.26, -1.79], [-5.58, -4.28, 0.47], [7.11, 6.39, -2.46], [0.56, -0.27, -0.02], [1.67, -2.43, -1.03], [-0.56, -0.07, -1.18], [0.82, -2.48, 4.25], [-0.11, -0.28, 0.06], [0.11, 0.61, -0.17], [1.00, -0.19, -0.22], [0.02, 0.35, -0.06], [-0.83, 0.46, -0.14], [0.14, 0.01, 0.10], [0.19, -0.34, 0.20], [-0.40, 0.56, 0.43], [0.50, 0.11, -0.19], [-0.43, -0.11, 0.15], [0.66, -0.02, -0.67], [0.31, 0.33, 0.37], [0.22, 0.21, 0.40], [0.25, 0.48, 0.28], [-0.04, 0.07, 0.95], [0.80, -1.00, 1.74], [1.01, -1.09, -2.05], [0.19, -0.54, 0.93], [-2.32, -1.23, -1.76], [-1.53, 0.50, 3.25], [-0.19, -0.07, -0.25]], "mulliken_charge": [-1.391, -0.333, -0.656, 0.146, -0.953, -0.636, -0.608, -0.721, -0.591, 0.390, 0.269, 0.393, 0.392, 0.344, 0.376, 0.394, 0.397, 0.370, 0.413, 0.412, 0.334, 0.325, 0.362, 0.400, 0.374, 0.400, 0.391, -1.371, -0.078, -0.717, 0.140, -0.934, -0.583, -0.577, -0.447, -0.849, -0.183, 0.425, 0.192, 0.390, 0.360, 0.649, 0.411, 0.429, 0.414, 0.348, 0.399, 0.327, 0.356, 0.303, 0.431, 0.257, 0.483, 0.427, -1.478, -0.245, -0.707, 0.220, -1.077, -0.677, -0.664, -0.702, -0.516, 0.351, 0.398, 0.334, 0.324, 0.427, 0.390, 0.387, 0.353, 0.463, 0.370, 0.457, 0.428, 0.250, 0.467, 0.348, 0.382, 0.326, 0.394, -1.023, -0.307, 0.281, -0.131, -0.633, 0.114, -0.079, -0.920, 0.370, 0.253, 0.313, 0.271, 0.229, 0.142, 0.462, 0.436, 0.329, 0.365, 0.349, -1.049, -0.449, 0.166, -0.345, -0.651, 0.100, 0.081, -0.787, 0.365, 0.286, 0.366, 0.309, 0.380, 0.432, 0.476, 0.352, 0.351, 0.303, 0.313, -1.251, -0.285, 0.141, -0.462, -0.298, 0.134, -0.103, -0.858, 0.357, 0.363, 0.386, 0.299, 0.393, 0.427, 0.455, 0.298, 0.317, 0.353, 0.336, -1.184, -0.196, 0.093, -0.257, -0.500, 0.073, -0.048, -0.819, 0.343, 0.281, 0.389, 0.320, 0.334, 0.381, 0.422, 0.359, 0.296, 0.346, 0.370, -1.336, -0.576, -0.329, -1.203, 0.280, -0.614, -0.932, -0.692, -0.503, -0.819, -0.136, -1.371, 0.341, 0.331, 0.368, 0.436, 0.284, 0.232, 0.343, 0.555, 0.493, 0.483, 0.474, 0.411, 0.376, 0.353, 0.358, 0.490, 0.398, 0.524, 0.385, 0.230, 0.297, 0.370, 0.354, 0.343, -1.339, -0.284, -0.347, -0.992, 0.109, -0.707, -0.667, -0.642, -0.682, -0.641, -0.256, -1.527, 0.382, 0.371, 0.303, 0.347, 0.337, 0.382, 0.146, 0.537, 0.326, 0.441, 0.513, 0.280, 0.429, 0.241, 0.404, 0.483, 0.487, 0.397, 0.335, 0.322, 0.439, 0.377, 0.326, 0.375, -1.302, -0.380, -0.303, -1.433, 0.606, -0.753, -0.490, -0.748, -0.679, -1.309, -0.295, -1.189, 0.325, 0.420, 0.294, 0.316, 0.313, 0.207, 0.409, 0.580, 0.491, 0.352, 0.453, 0.308, 0.406, 0.374, 0.365, 0.481, 0.358, 0.358, 0.628, 0.447, 0.300, 0.335, 0.417, 0.330, -1.133, -0.480, -0.960, -0.973, 0.695, -0.831, -0.583, -0.570, -0.535, -0.879, -0.104, -1.322, 0.275, 0.320, 0.387, 0.131, 0.448, 0.615, 0.395, 0.513, 0.434, 0.346, 0.464, 0.286, 0.365, 0.424, 0.242, 0.416, 0.242, 0.447, 0.614, 0.273, 0.416, 0.368, 0.120, 0.138, -0.816]}